# 1
{"formula": "C23H44N5O4Zr", "method": "the ωB97M-V functional and the def2-TZVPD basis", "total_charge": 3, "e_homo_ev": -19.066, "fmax_ha_per_bohr": 0.01604, "lumo_ev": -9.60, "e_above_lowest_kcal_mol": 0.0, "total_energy_ev": -41464.167, "orbital_gap_ev": 9.5, "symbols": ["Zr", "C", "C", "C", "C", "C", "C", "N", "C", "C", "N", "C", "C", "O", "O", "C", "C", "C", "C", "C", "C", "N", "C", "C", "N", "C", "C", "O", "O", "H", "H", "H", "H", "H", "H", "H", "H", "H", "H", "H", "H", "H", "H", "H", "H", "H", "H", "H", "H", "H", "H", "H", "H", "H", "H", "H", "H", "H", "H", "H", "H", "H", "H", "H", "H", "H", "H", "H", "C", "C", "C", "N", "H", "H", "H", "H", "H"], "positions_angstrom": [[-0.9890, -0.9456, 0.4201], [3.0204, -2.6000, -0.2351], [3.0127, -1.5432, 0.8757], [3.6719, -0.2013, 0.4812], [3.3858, 0.5635, -0.8482], [3.2470, 2.0537, -0.5642], [4.4765, 0.3395, -1.8899], [2.0846, 0.0092, -1.4783], [1.2517, 0.8876, -2.3782], [0.0287, 1.5731, -1.7652], [-1.1342, 0.7246, -1.3241], [-1.5159, -0.1138, -2.4947], [-0.5895, -1.3259, -2.5182], [-0.2570, -1.9110, -3.4933], [-0.1527, -1.6360, -1.2637], [-2.2849, 1.5811, -0.8067], [-2.4069, 2.9724, -1.4156], [-2.3621, 1.5383, 0.7381], [-1.1984, 1.8843, 1.6952], [-1.7021, 1.5746, 3.1067], [-0.7438, 3.3344, 1.6046], [-0.0409, 0.9421, 1.3417], [1.1017, 0.9494, 2.3170], [1.6278, -0.4374, 2.6467], [1.6403, -1.4100, 1.5127], [1.2600, -2.7443, 2.1132], [-0.2177, -2.6732, 1.8593], [-0.6588, -3.1423, 0.7877], [-0.9023, -1.7058, 2.3950], [3.8632, -2.4337, -0.9054], [2.0940, -2.6210, -0.8131], [3.1621, -3.6036, 0.1596], [3.6600, -1.9066, 1.6815], [4.7403, -0.4237, 0.4622], [3.5585, 0.5009, 1.3058], [4.1331, 2.3703, -0.0138], [2.3837, 2.2951, 0.0601], [3.2127, 2.6584, -1.4692], [5.4151, 0.7561, -1.5262], [4.2421, 0.8427, -2.8305], [4.6428, -0.7197, -2.0919], [2.3657, -0.8066, -2.0295], [1.5050, -0.4103, -0.7509], [0.9759, 0.2878, -3.2425], [1.8996, 1.6754, -2.7541], [-0.3316, 2.2243, -2.5647], [0.3220, 2.2509, -0.9647], [-1.4538, 0.4276, -3.4402], [-2.5414, -0.4679, -2.3810], [-3.1777, 1.0391, -1.1253], [-1.6080, 3.6562, -1.1375], [-3.3444, 3.4115, -1.0747], [-2.4645, 2.9227, -2.5036], [-2.7633, 0.5501, 1.0554], [-3.1929, 2.1933, 1.0099], [-2.6549, 2.0823, 3.2561], [-1.0332, 1.9485, 3.8786], [-1.8587, 0.5064, 3.2730], [-1.5838, 4.0001, 1.8047], [-0.3422, 3.5969, 0.6243], [0.0198, 3.5477, 2.3530], [0.3587, 1.3627, 0.5087], [0.7735, 1.3999, 3.2483], [1.8740, 1.6033, 1.9171], [0.9892, -0.8454, 3.4222], [2.6280, -0.3534, 3.0812], [1.5545, -2.8213, 3.1580], [1.6684, -3.5700, 1.5441], [-5.5699, -3.6005, -1.4074], [-5.3114, -2.9594, -0.0281], [-4.0721, -2.2076, -0.0017], [-3.0872, -1.6090, 0.0185], [-6.4942, -4.1682, -1.3359], [-4.7660, -4.2802, -1.6811], [-5.6889, -2.8432, -2.1791], [-5.2380, -3.7204, 0.7542], [-6.1163, -2.2763, 0.2562]]}



# 2
{"formula": "C10H19BN6OSSbSe4Ti", "method": "the ωB97M-V functional and the def2-TZVPD basis", "total_charge": -1, "e_homo_ev": -3.464, "fmax_ha_per_bohr": 0.10225, "lumo_ev": 1.97, "e_above_lowest_kcal_mol": 98.9, "total_energy_ev": -324221.150, "orbital_gap_ev": 5.4, "symbols": ["Ti", "B", "N", "C", "C", "C", "N", "N", "C", "C", "C", "N", "H", "H", "H", "H", "H", "H", "H", "H", "Se", "Sb", "Se", "Se", "Se", "C", "C", "C", "O", "H", "H", "H", "H", "H", "H", "H", "N", "C", "N", "S", "H", "H", "H", "H"], "positions_angstrom": [[0.6775, -0.2485, -0.0447], [0.8232, 1.1086, 2.4803], [1.6995, -0.1645, 2.4061], [2.5540, -0.5375, 3.3701], [3.4655, -1.4276, 2.8362], [3.0911, -1.5468, 1.5021], [2.0430, -0.7707, 1.2655], [-0.6118, 0.9914, 1.8895], [-1.5619, 1.8995, 2.1438], [-2.6175, 1.6983, 1.2701], [-2.2313, 0.6097, 0.4995], [-1.0208, 0.1901, 0.8966], [1.3977, 1.9644, 1.8442], [0.7063, 1.3688, 3.6434], [2.4600, -0.1475, 4.3646], [4.2791, -1.9190, 3.3259], [3.5266, -2.1811, 0.7432], [-1.4106, 2.6466, 2.8993], [-3.5267, 2.2582, 1.1842], [-2.7711, 0.1065, -0.2961], [-2.3167, -3.1204, -4.8406], [-2.2127, -1.1921, -3.4100], [1.8056, -1.5211, -1.4971], [-0.2887, -0.8503, -2.0119], [-4.4452, -1.6212, -2.4883], [1.9586, 1.8985, -2.7265], [0.8471, 2.1935, -1.7071], [0.9103, 3.6300, -1.1891], [0.9406, 1.3158, -0.6491], [1.9296, 2.6015, -3.5545], [1.8552, 0.8832, -3.1411], [2.9348, 1.9695, -2.2383], [-0.1471, 2.0267, -2.2002], [1.8430, 3.7770, -0.6401], [0.0701, 3.8196, -0.5179], [0.8684, 4.3243, -2.0241], [-1.8941, -3.9481, -1.3256], [-1.8240, -3.2409, -0.2016], [-2.9552, -2.7622, 0.3175], [-0.3463, -2.9897, 0.6135], [-2.7714, -4.0101, -1.8474], [-1.0538, -4.2173, -1.8204], [-3.7871, -2.6665, -0.2736], [-2.8947, -2.2000, 1.1491]]}



# 3
{"formula": "C45H64GeN4OsP3S2", "method": "the ωB97M-V functional and the def2-TZVPD basis", "total_charge": 2, "e_homo_ev": [-11.659, -11.657], "fmax_ha_per_bohr": 0.05342, "lumo_ev": [-8.06, -7.85], "multiplicity": 2, "e_above_lowest_kcal_mol": 0.0, "total_energy_ev": -162173.558, "orbital_gap_ev": [3.6, 3.8], "s2": 1.096, "symbols": ["Os", "C", "C", "C", "P", "C", "N", "Ge", "N", "C", "P", "C", "C", "C", "C", "C", "C", "C", "C", "C", "C", "C", "C", "N", "C", "C", "C", "C", "C", "C", "C", "C", "C", "C", "C", "C", "N", "C", "P", "C", "C", "C", "C", "C", "C", "C", "C", "C", "H", "H", "H", "H", "H", "H", "H", "H", "H", "H", "H", "H", "H", "H", "H", "H", "H", "H", "H", "H", "H", "H", "H", "H", "H", "H", "H", "H", "H", "H", "H", "H", "H", "H", "H", "H", "H", "H", "H", "H", "H", "H", "H", "H", "H", "H", "H", "H", "H", "H", "H", "H", "H", "H", "H", "H", "H", "H", "H", "H", "S", "C", "C", "C", "C", "C", "C", "S", "H", "H", "H", "H"], "positions_angstrom": [[-0.4705, -0.3012, -0.9042], [3.1801, -2.3206, 0.9429], [2.7359, -2.6879, -0.4656], [2.1927, -4.1162, -0.4905], [1.6711, -1.4421, -1.3607], [2.8074, 0.0241, -1.3098], [2.6626, 0.7666, -0.0770], [0.8934, 0.7811, 0.8396], [0.8142, -0.3636, 2.3223], [-0.0320, -1.5290, 2.2549], [-1.2926, -1.4230, 0.9223], [-1.6342, -3.1651, 0.4483], [-2.9590, -3.2298, -0.3225], [-1.5888, -4.2292, 1.5516], [-2.7670, -0.7555, 1.7998], [-2.3753, 0.4948, 2.5990], [-3.4413, -1.7516, 2.7463], [1.8764, -0.4077, 3.2226], [2.1231, -1.4524, 4.1124], [3.2753, -1.4485, 4.8880], [4.2046, -0.4248, 4.7880], [3.9535, 0.6376, 3.9287], [2.7925, 0.6477, 3.1843], [2.3804, 1.7476, 2.3281], [3.4305, 2.3073, 1.5267], [4.2433, 3.3517, 1.9066], [5.2772, 3.7533, 1.0690], [5.4892, 3.1156, -0.1584], [4.6605, 2.1010, -0.5729], [3.5899, 1.6890, 0.2575], [1.5940, 2.7566, 3.0134], [1.9168, 3.2796, 4.2480], [1.1499, 4.3116, 4.7710], [0.0841, 4.8029, 4.0334], [-0.2574, 4.2505, 2.8055], [0.4831, 3.1851, 2.2887], [0.1697, 2.4867, 1.1197], [-1.0118, 2.9381, 0.4328], [-1.6437, 1.7726, -0.8403], [-3.4581, 1.7959, -0.5130], [-4.2516, 0.8311, -1.3896], [-4.0978, 3.1895, -0.5344], [-1.2415, 2.5701, -2.4471], [-1.7412, 3.9984, -2.6547], [0.2801, 2.4764, -2.6121], [1.9409, -2.0263, -3.1080], [0.9029, -3.0532, -3.5634], [2.0269, -0.8976, -4.1374], [4.0622, -2.9130, 1.1906], [2.4203, -2.5692, 1.6758], [3.4484, -1.2739, 1.0695], [3.6287, -2.6612, -1.1006], [1.2363, -4.1934, 0.0311], [2.8969, -4.7633, 0.0341], [2.0778, -4.5152, -1.4950], [2.5890, 0.6593, -2.1728], [3.8351, -0.3394, -1.4186], [-0.5653, -1.6733, 3.2031], [0.5264, -2.4549, 2.0699], [-0.8122, -3.3615, -0.2513], [-3.8057, -3.1922, 0.3599], [-3.0346, -4.1670, -0.8736], [-3.0612, -2.4057, -1.0306], [-2.5011, -4.2378, 2.1416], [-0.7461, -4.1202, 2.2322], [-1.4980, -5.2101, 1.0829], [-3.4786, -0.4961, 1.0124], [-1.9102, 0.2105, 3.5435], [-3.2657, 1.0787, 2.8381], [-1.6699, 1.1364, 2.0808], [-2.7380, -2.1850, 3.4577], [-3.9439, -2.5580, 2.2220], [-4.1966, -1.2189, 3.3256], [1.4303, -2.2780, 4.1990], [3.4507, -2.2673, 5.5725], [5.1053, -0.4389, 5.3837], [4.6623, 1.4521, 3.8471], [4.0795, 3.8527, 2.8508], [5.9281, 4.5602, 1.3746], [6.3027, 3.4371, -0.7935], [4.8051, 1.6455, -1.5418], [2.7547, 2.8816, 4.8059], [1.3915, 4.7321, 5.7365], [-0.5025, 5.6247, 4.4207], [-1.0988, 4.6547, 2.2629], [-0.8365, 3.9039, -0.0528], [-1.8370, 3.0876, 1.1378], [-3.4906, 1.4312, 0.5127], [-4.1929, 1.1155, -2.4407], [-5.3025, 0.8614, -1.0978], [-3.9028, -0.1979, -1.2961], [-4.3481, 3.4901, -1.5492], [-3.4798, 3.9701, -0.0920], [-5.0303, 3.1528, 0.0296], [-1.7067, 1.9305, -3.2018], [-1.4950, 4.6694, -1.8319], [-2.8147, 4.0332, -2.8160], [-1.2662, 4.4025, -3.5500], [0.8070, 3.0837, -1.8714], [0.5717, 2.8191, -3.6054], [0.6359, 1.4426, -2.5093], [2.9172, -2.5162, -3.0488], [-0.0027, -2.5477, -3.8869], [0.6311, -3.7770, -2.7963], [1.2951, -3.6021, -4.4202], [1.1583, -0.2366, -4.0895], [2.0395, -1.3315, -5.1378], [2.9322, -0.3011, -4.0355], [-3.3973, 0.6023, -5.1970], [-3.4474, -1.0486, -4.8106], [-4.3159, -1.8931, -5.5402], [-4.3757, -3.2496, -5.3004], [-3.5722, -3.8103, -4.3113], [-2.7176, -3.0145, -3.5611], [-2.6428, -1.6466, -3.7900], [-1.4862, -0.6385, -2.9604], [-4.9346, -1.4381, -6.3010], [-5.0371, -3.8758, -5.8822], [-3.6109, -4.8749, -4.1232], [-2.0862, -3.4653, -2.8096]]}



# 4
{"formula": "C6H5N", "method": "the ωB97M-V functional and the def2-TZVPD basis", "e_homo_ev": -9.234, "fmax_ha_per_bohr": 0.02080, "smiles": "C#C[C@@H]1N[C@@H]1C#C", "lumo_ev": 0.83, "e_above_lowest_kcal_mol": 100.3, "total_energy_ev": -7787.445, "orbital_gap_ev": 10.1, "symbols": ["C", "C", "C", "N", "C", "C", "C", "H", "H", "H", "H", "H"], "positions_angstrom": [[-1.6458, 2.3134, 0.4776], [-0.8511, 1.3994, 0.4072], [0.2638, 0.8350, -0.3846], [1.5620, 0.3355, 0.0685], [0.6884, -0.5948, -0.6468], [0.1265, -1.7660, 0.0254], [-0.2979, -2.7737, 0.5446], [-2.2223, 3.2056, 0.3263], [0.3588, 1.5013, -1.2273], [1.6104, 0.1082, 1.0588], [1.0393, -0.8114, -1.6601], [-0.6992, -3.6468, 1.0238]]}



# 5
{"formula": "C3H4OS", "method": "the ωB97M-V functional and the def2-TZVPD basis", "e_homo_ev": -9.367, "fmax_ha_per_bohr": 0.08550, "smiles": "O=C[C@@H]1CS1", "lumo_ev": 0.60, "e_above_lowest_kcal_mol": 31.0, "total_energy_ev": -16056.765, "orbital_gap_ev": 10.0, "symbols": ["C", "C", "C", "O", "S", "H", "H", "H", "H"], "positions_angstrom": [[1.1714, 0.1761, 0.5845], [-0.7290, -0.5127, -0.6462], [-0.2457, 0.3543, 0.4692], [1.6833, 0.2153, 1.6595], [-0.9743, 1.2434, -0.9124], [1.6317, 0.1390, -0.4632], [0.0582, -1.0458, -1.3598], [-1.6639, -0.9631, -0.7330], [-0.9317, 0.3935, 1.4014]]}



# 6
{"formula": "C23H55N3OOsP4S", "method": "the ωB97M-V functional and the def2-TZVPD basis", "total_charge": 4, "e_homo_ev": [-19.313, -19.799], "fmax_ha_per_bohr": 0.07898, "lumo_ev": [-11.78, -14.40], "multiplicity": 5, "e_above_lowest_kcal_mol": 0.0, "total_energy_ev": -81677.870, "orbital_gap_ev": [7.5, 5.4], "s2": 6.049, "symbols": ["Os", "P", "P", "P", "H", "C", "C", "H", "C", "C", "C", "C", "C", "C", "C", "C", "C", "H", "H", "H", "H", "H", "H", "H", "H", "H", "H", "H", "H", "H", "H", "H", "H", "H", "H", "H", "H", "H", "H", "H", "H", "H", "H", "H", "H", "H", "C", "C", "C", "C", "C", "C", "S", "H", "H", "H", "H", "H", "H", "C", "N", "C", "P", "O", "N", "C", "C", "N", "C", "C", "H", "H", "H", "H", "H", "H", "H", "H", "H", "H", "H", "H", "H", "H", "H", "H", "H", "H"], "positions_angstrom": [[-0.7468, 1.1272, -0.1642], [0.2492, 0.9315, -2.3025], [1.2768, 2.1936, 0.5922], [-2.0415, -0.8603, -0.9388], [-1.0965, 2.8125, 2.0811], [-1.6024, 1.8634, 1.8040], [-0.8753, 0.6460, 1.9719], [0.0788, 0.7208, 2.5041], [-0.0695, 2.4889, -3.2503], [2.0886, 0.6673, -2.2789], [-0.0506, -0.3000, -3.6597], [1.4785, 2.9534, 2.2848], [2.9496, 1.3568, 0.7058], [1.5970, 3.6893, -0.4707], [-3.0850, -1.5009, 0.4113], [-1.1753, -2.4251, -1.4438], [-3.2304, -0.6716, -2.3174], [-2.6930, 1.8132, 1.8585], [-1.4056, -0.2977, 2.0760], [0.3166, 2.3699, -4.2747], [0.4075, 3.3527, -2.7655], [-1.1596, 2.6458, -3.2745], [2.4595, 0.3939, -3.2761], [2.3203, -0.1685, -1.5950], [2.6077, 1.5770, -1.9593], [0.4108, 0.1049, -4.5782], [-1.1184, -0.4619, -3.8467], [0.4397, -1.2618, -3.4292], [2.4206, 3.5354, 2.2723], [1.5865, 2.1403, 3.0257], [0.6419, 3.6183, 2.5571], [3.6171, 2.0271, 1.2638], [3.3991, 1.1680, -0.2706], [2.8619, 0.4109, 1.2609], [2.1592, 4.4221, 0.1242], [0.6264, 4.1272, -0.7502], [2.1614, 3.4299, -1.3790], [-3.9032, -2.0734, -0.0541], [-3.4873, -0.6468, 0.9752], [-2.4866, -2.1546, 1.0635], [-1.6762, -3.2864, -0.9814], [-0.1546, -2.3610, -1.0625], [-1.1696, -2.5706, -2.5342], [-4.1454, -0.2506, -1.9044], [-3.4151, -1.6683, -2.7310], [-2.8749, -0.0018, -3.0888], [-4.5097, 3.2444, 0.2113], [-5.2492, 4.0533, -0.7068], [-6.5337, 4.4104, -0.3433], [-7.0104, 4.1154, 0.9537], [-6.1521, 3.5840, 1.9304], [-4.8642, 3.1622, 1.5822], [-3.4667, 2.1740, -0.5524], [-0.5396, 2.6566, -0.5569], [-4.8408, 4.1752, -1.7107], [-7.1533, 4.9137, -1.0850], [-8.0458, 4.3371, 1.1970], [-6.4685, 3.4550, 2.9619], [-4.1868, 2.6888, 2.2836], [2.5685, -2.9459, -1.9285], [3.0365, -2.2487, -0.7015], [4.4469, -1.8612, -0.7430], [2.0324, -2.1857, 0.6350], [0.8857, -1.2539, 0.4094], [1.4798, -3.7659, 0.7580], [0.3730, -4.0503, 1.6913], [2.4424, -4.8758, 0.7093], [2.8412, -1.7077, 2.0214], [1.9933, -1.3154, 3.1586], [4.0230, -2.4237, 2.4992], [2.7563, -4.0311, -1.8475], [3.1266, -2.5387, -2.7892], [1.4893, -2.7670, -2.0872], [4.6385, -0.9891, -0.0908], [5.0802, -2.7213, -0.4558], [4.6958, -1.5765, -1.7822], [-0.4289, -3.3055, 1.5715], [-0.0430, -5.0409, 1.4545], [0.7099, -4.0678, 2.7440], [3.2646, -4.6579, 0.0190], [2.8446, -5.1099, 1.7102], [1.9224, -5.7688, 0.3368], [1.7260, -2.1877, 3.7775], [2.5515, -0.6067, 3.7851], [1.0885, -0.8292, 2.7828], [3.7227, -3.3560, 3.0028], [4.7491, -2.6290, 1.7031], [4.5124, -1.7787, 3.2407]]}



# 7
{"formula": "C7H8", "method": "the ωB97M-V functional and the def2-TZVPD basis", "e_homo_ev": -9.840, "fmax_ha_per_bohr": 0.01232, "smiles": "C#CC(C)(C)C#C", "lumo_ev": 0.95, "e_above_lowest_kcal_mol": 89.6, "total_energy_ev": -7384.864, "orbital_gap_ev": 10.8, "symbols": ["C", "C", "C", "C", "C", "C", "C", "H", "H", "H", "H", "H", "H", "H", "H"], "positions_angstrom": [[1.6187, -0.1033, -0.0974], [0.0834, -0.1238, 0.0061], [-0.4295, -1.5146, 0.4196], [-0.3796, 0.9027, 0.9660], [-0.7979, 1.7786, 1.6781], [-0.5196, 0.2841, -1.2750], [-1.0821, 0.7604, -2.2245], [1.9635, 0.8774, -0.4363], [1.9531, -0.8588, -0.8158], [2.0635, -0.3170, 0.8791], [-0.0456, -1.7768, 1.4101], [-1.5223, -1.5233, 0.4495], [-0.0934, -2.2644, -0.3039], [-1.1782, 2.5668, 2.2889], [-1.6340, 1.3119, -2.9445]]}